Computed, not measured: a cluster of 6 separate species, H12O6 in total, with ωB97M-V/def2-TZVPD.

The geometry in XYZ format:
```
18
H12O6 (ωB97M-V/def2-TZVPD)
O 0.342 0.600 0.683
H -0.454 1.040 1.002
H 0.248 -0.308 0.994
O -2.970 0.695 1.451
H -3.607 1.196 1.973
H -2.301 0.428 2.091
O -3.202 -1.759 -1.390
H -3.558 -1.001 -1.868
H -3.145 -2.451 -2.057
O 5.165 -2.298 0.242
H 5.168 -2.557 1.170
H 4.439 -1.668 0.176
O 2.169 3.464 -0.927
H 2.483 2.609 -1.242
H 2.340 4.062 -1.662
O -0.866 -0.343 -0.310
H -1.485 -0.509 0.410
H -0.766 -1.201 -0.736
```

Output
**Orbital gap**: 8.18 eV
**Energy relative to the best compared isomer or geometry (same formula, charge and spin)**: 115.3 kcal/mol
**LUMO**: 0.39 eV
**SMILES**: O.O.O.O.O.O
**Multiplicity**: 1
**Highest occupied orbital energy**: -7.785 eV

Computed, not measured: the ion C3H3N2OS with charge -1, with ωB97M-V/def2-TZVPD.

The geometry in XYZ format:
```
10
C3H3N2OS (ωB97M-V/def2-TZVPD)
C -0.450 -0.430 -1.363
C -2.572 -0.046 -0.085
C 1.174 -0.654 0.419
N -1.612 -0.101 -0.761
N 2.048 0.004 1.110
O 0.702 0.145 -0.489
S -3.866 0.455 0.715
H -0.378 0.080 -2.393
H 2.629 -0.430 1.775
H 2.325 0.978 1.073
```

Output
**Net charge**: -1
**Orbital gap**: 5.83 eV
**Energy relative to the best compared isomer or geometry (same formula, charge and spin)**: 68.2 kcal/mol
**LUMO**: 3.64 eV
**Multiplicity**: 1
**Highest occupied orbital energy**: -2.184 eV

Computed, not measured: a cluster of 8 separate species, C14H34N6O16 in total, with ωB97M-V/def2-TZVPD.

The geometry in XYZ format:
```
70
C14H34N6O16 (ωB97M-V/def2-TZVPD)
C -6.359 -9.592 -7.734
N -5.614 -10.663 -8.487
O -5.242 -11.605 -7.817
O -5.602 -10.566 -9.708
H -7.412 -9.550 -8.012
H -5.784 -8.706 -8.001
H -6.390 -9.700 -6.650
C -17.276 -11.612 -4.237
N -16.055 -12.025 -4.968
O -16.019 -13.097 -5.601
O -15.154 -11.150 -5.079
H -17.138 -12.097 -3.271
H -18.144 -12.021 -4.755
H -17.315 -10.524 -4.205
C -15.209 -4.954 -7.529
N -14.667 -3.759 -8.137
O -14.998 -3.487 -9.332
O -13.934 -3.094 -7.390
H -16.266 -5.041 -7.781
H -15.147 -4.873 -6.444
H -14.726 -5.834 -7.955
C -6.558 -6.430 -0.313
N -5.858 -5.112 -0.455
O -6.558 -4.121 -0.457
O -4.601 -5.023 -0.568
H -5.851 -7.161 0.078
H -6.774 -6.792 -1.318
H -7.382 -6.387 0.400
C -12.253 -7.382 -3.967
N -10.863 -7.557 -4.384
O -10.055 -7.821 -3.500
O -10.511 -7.491 -5.564
H -12.502 -8.002 -3.105
H -12.889 -7.613 -4.821
H -12.356 -6.369 -3.578
C -12.615 -9.805 -9.077
N -13.176 -9.241 -10.354
O -13.240 -9.958 -11.355
O -13.377 -8.018 -10.373
H -11.534 -9.686 -9.144
H -12.808 -10.858 -8.868
H -12.957 -9.208 -8.232
C -11.120 -9.910 6.137
C -9.955 -10.268 5.218
O -10.285 -9.946 3.933
C -9.817 -10.653 2.938
C -10.272 -9.997 1.645
O -9.224 -11.716 2.994
H -11.248 -8.829 6.184
H -10.929 -10.379 7.103
H -12.027 -10.372 5.747
H -9.036 -9.737 5.466
H -9.747 -11.335 5.306
H -9.467 -9.907 0.916
H -10.664 -8.986 1.762
H -11.058 -10.570 1.152
C -5.765 -2.334 -11.121
C -7.072 -1.627 -10.923
O -7.888 -2.582 -10.254
C -8.760 -3.301 -10.870
C -9.519 -4.124 -9.901
O -8.949 -3.276 -12.064
H -5.036 -1.694 -11.619
H -5.911 -3.183 -11.788
H -5.277 -2.700 -10.218
H -6.845 -0.709 -10.380
H -7.412 -1.419 -11.937
H -9.838 -3.453 -9.104
H -8.835 -4.874 -9.503
H -10.451 -4.513 -10.310
```

Output
**Orbital gap**: 9.25 eV
**Energy relative to the best compared isomer or geometry (same formula, charge and spin)**: 0.0 kcal/mol
**LUMO**: -0.79 eV
**SMILES**: C[N+](=O)[O-].C[N+](=O)[O-].C[N+](=O)[O-].C[N+](=O)[O-].C[N+](=O)[O-].C[N+](=O)[O-].CCOC(C)=O.CCOC(C)=O
**Multiplicity**: 1
**Highest occupied orbital energy**: -10.039 eV

Computed, not measured: a structure of composition C43H30CoF9N4P, with ωB97M-V/def2-TZVPD.

The geometry in XYZ format:
```
88
C43H30CoF9N4P (ωB97M-V/def2-TZVPD)
Co -2.573 0.247 -0.642
C -1.890 -1.406 -1.746
C -1.114 -1.100 -2.903
C -1.965 -0.976 -3.986
C -3.292 -1.189 -3.542
C -3.269 -1.452 -2.176
H -1.495 -2.000 -0.931
H -0.037 -1.039 -2.924
H -1.673 -0.738 -4.996
H -4.176 -1.158 -4.160
H -4.104 -1.837 -1.610
C -3.323 -4.903 1.326
C -4.359 -4.087 0.896
C -4.178 -2.716 0.804
C -2.956 -2.140 1.131
C -1.917 -2.966 1.558
C -2.101 -4.334 1.660
N -2.768 -0.753 0.984
C -2.365 -0.060 2.074
C -2.354 -0.517 3.412
C -1.950 0.325 4.420
C -1.519 1.641 4.176
C -1.530 2.121 2.887
C -1.960 1.276 1.862
N -2.076 1.628 0.527
N -1.744 2.785 0.108
C -2.025 2.896 -1.254
C -1.833 4.120 -1.879
C -2.184 4.239 -3.208
C -2.727 3.136 -3.855
C -2.880 1.949 -3.163
N -2.508 1.802 -1.890
H -3.464 -5.971 1.398
H -5.316 -4.517 0.634
H -4.990 -2.074 0.487
H -0.962 -2.521 1.817
H -1.285 -4.958 1.998
H -2.683 -1.521 3.640
H -1.968 -0.041 5.438
H -1.198 2.270 4.993
H -1.230 3.130 2.649
H -1.427 4.936 -1.303
H -2.049 5.177 -3.727
H -3.036 3.186 -4.888
H -3.297 1.069 -3.630
F 5.368 0.560 5.461
C 4.544 -0.499 5.352
F 3.850 -0.574 6.497
F 5.332 -1.589 5.299
C 3.660 -0.393 4.138
C 4.263 -0.202 2.895
C 3.480 -0.113 1.763
C 2.090 -0.210 1.856
C 1.503 -0.399 3.099
C 2.285 -0.493 4.245
P 0.971 -0.112 0.403
C 1.848 -1.208 -0.784
C 2.886 -0.815 -1.624
C 3.482 -1.724 -2.484
C 3.044 -3.041 -2.508
C 2.012 -3.448 -1.676
C 1.417 -2.533 -0.828
C 3.656 -4.017 -3.476
F 4.937 -3.721 -3.754
F 3.636 -5.275 -3.008
F 3.001 -4.031 -4.651
C 1.351 1.555 -0.245
C 1.078 1.860 -1.577
C 1.198 3.158 -2.046
C 1.564 4.172 -1.173
C 1.824 3.886 0.161
C 1.723 2.586 0.619
C 1.644 5.600 -1.635
F 2.846 6.148 -1.393
F 1.404 5.739 -2.948
F 0.741 6.376 -0.996
H 5.340 -0.125 2.825
H 3.949 0.033 0.799
H 0.426 -0.462 3.179
H 1.822 -0.637 5.210
H 3.245 0.205 -1.610
H 4.294 -1.412 -3.126
H 1.671 -4.473 -1.695
H 0.598 -2.854 -0.195
H 0.752 1.084 -2.257
H 0.984 3.381 -3.080
H 2.103 4.681 0.839
H 1.927 2.373 1.659
```

Output
**Orbital gap (alpha / beta)**: 5.71 / 5.77 eV
**Energy relative to the best compared isomer or geometry (same formula, charge and spin)**: 1.1 kcal/mol
**LUMO (alpha / beta)**: -1.72 / -1.70 eV
**Multiplicity**: 2
**Highest occupied orbital energy (alpha / beta)**: -7.423 / -7.468 eV

The largest force on an atom results, record by record, are as follows: 0.1837; 0.0678; 0.0773; 0.0183 Eh/bohr.